The following is a DFT calculation (wB97M-V/def2-TZVPD) of C10H16Cl2MoN2 as an isolated structure in a non-equilibrium geometry.

<S²>: 2.104
Highest occupied orbital energy (spin up / spin down) (eV): -7.4 / -8.1
Orbital gap (spin up / spin down) (eV): 7.168 / 8.129
E_tot (Ha): -1488.66178
Relative energy (zero: lowest compared OMol25 entry of this formula, charge and spin) (eV): 0.000
F_max (eV Å⁻¹): 2.74
Multiplicity: 3

CARTESIAN COORDINATES (ANGSTROEM)
Mo1 1.70945 -0.22815 0.60393
Cl1 0.84227 -2.37753 0.11066
Cl2 2.18738 1.96412 1.20090
C1 3.45043 -0.88662 0.90412
H1 4.32248 -0.27529 1.21528
H2 3.79282 -1.88858 0.56612
C2 -0.98648 1.21483 -0.77970
C3 0.23086 0.73100 -1.03005
H3 -1.17602 1.82371 0.10124
C4 0.56409 -0.11112 -2.25013
H4 1.14862 1.38055 -0.76519
C5 -0.45502 0.06799 -3.37385
H5 1.56613 0.15506 -2.60000
H6 0.58843 -1.18029 -1.97776
C6 -1.89538 0.05948 -2.83238
H7 -0.27791 1.02995 -3.86734
H8 -0.33251 -0.71716 -4.13235
C7 -2.12427 1.10156 -1.71921
H9 -2.62660 0.18223 -3.64030
H10 -2.11335 -0.91718 -2.41227
H11 -2.32685 2.04386 -2.24926
H12 -3.04844 0.92461 -1.14779
N1 0.06744 -1.48905 2.81473
C8 -0.66511 -1.21572 3.89585
C9 -0.77506 0.16517 3.99618
C10 -0.09943 0.71480 2.91339
N2 0.48786 -0.32484 2.21643
H13 0.23965 -2.40491 2.38043
H14 -1.04639 -1.99291 4.53551
H15 -1.27472 0.72561 4.75578
H16 0.02562 1.72481 2.56702